Formula: C4H4F2O
Source: OMol25
Level of theory: the ωB97M-V functional and the def2-TZVPD basis

Computed properties:
Energy   -429.72545 a.u.
Spin multiplicity   1
Kohn-Sham gap   10.23 eV
Charge   0
Energy above the lowest of the compared OMol25 structures with the same formula, charge and spin   126.5 kJ/mol
Structure (SMILES)   C=CC(F)(F)C=O

Bonds (Å) are listed after each position.
Element x y z (Å)
1 C -1.54 0.55 0.60  C2 1.336, H8 1.092, H9 1.091
2 C -0.63 0.53 -0.39  C1 1.336, C3 1.536, H10 1.052
3 C 0.85 0.31 -0.07  C2 1.536, F4 1.378, F5 1.358, C6 1.673
4 F 1.64 1.15 -0.83  C3 1.378
5 F 1.13 0.54 1.24  C3 1.358
6 C 1.14 -1.31 -0.37  C3 1.673, O7 1.222, H11 1.072
7 O 0.67 -2.20 0.31  C6 1.222
8 H -2.58 0.86 0.50  C1 1.092
9 H -1.46 0.49 1.68  C1 1.091
10 H -0.90 0.57 -1.40  C2 1.052
11 H 1.68 -1.48 -1.28  C6 1.072

Löwdin atomic charge list, values in e, 6 entries: C 0.0488; C -0.0607; C -0.4571; F 0.0631; F 0.0831; C -0.0919